9
Properties=species:S:1:pos:R:3 method="wB97M-V/def2-TZVPD" e_lumo_ev=-0.9 e_above_lowest_kcal_mol=50.6 orbital_gap_ev=7.5
H -0.350 1.985 -0.136
C -0.633 0.992 -0.485
H 0.449 -2.301 -0.198
P 0.287 -0.250 0.490
O -0.247 -1.645 -0.090
S 2.971 -0.326 0.611
H -0.404 -0.193 1.707
H -1.704 0.839 -0.360
H -0.369 0.899 -1.539